w.
C6H14N2 | wB97M-V/def2-TZVPD

Positions of all 22 atoms, in Å:
C1 1.89 1.34 0.70
C2 0.99 0.25 1.29
N1 1.57 -1.07 1.14
N2 1.22 2.64 0.66
H1 2.77 1.41 1.34
H2 2.18 1.02 -0.30
H3 0.88 0.47 2.36
H4 -0.01 0.28 0.86
H5 1.17 -1.63 0.42
H6 1.60 -1.61 1.99
H7 1.46 3.25 1.41
H8 1.35 3.09 -0.24
C3 -1.81 -2.17 0.21
C4 -1.63 -1.67 -1.01
C5 -1.77 -0.24 -1.31
C6 -1.64 0.28 -2.54
H9 -1.98 -1.56 1.08
H10 -1.76 -3.24 0.38
H11 -1.32 -2.26 -1.86
H12 -1.98 0.42 -0.48
H13 -1.65 1.35 -2.66
H14 -1.53 -0.35 -3.41

Results
Kohn-Sham gap (eV): 9.7
Multiplicity: 1
HOMO energy (eV): -8.680
SMILES: C=CC=C.NCCN

x.
C6H14N2 | wB97M-V/def2-TZVPD

Positions of all 22 atoms, in Å:
C1 1.05 -0.54 1.00
N1 -0.32 -1.18 0.74
C2 -0.83 -1.24 2.18
N2 -2.33 -0.94 2.08
C3 1.44 -0.22 -0.55
C4 1.14 1.30 -0.98
C5 -0.20 1.33 -1.59
C6 -0.33 1.25 -2.92
H1 1.91 -1.01 1.46
H2 0.80 0.38 1.70
H3 -0.81 -0.58 0.07
H4 -0.45 -0.34 2.70
H5 -0.67 -2.24 2.62
H6 -2.76 -1.80 1.92
H7 -2.41 -0.41 1.22
H8 2.50 -0.31 -0.82
H9 0.86 -1.02 -1.12
H10 1.22 1.87 -0.04
H11 1.89 1.65 -1.65
H12 -1.03 1.46 -0.97
H13 0.60 1.16 -3.52
H14 -1.26 1.42 -3.52

Results
Kohn-Sham gap (eV): 10.2
Multiplicity: 1
HOMO energy (eV): -9.074
SMILES: C=CCCCNCN

y.
C6H14N2 | wB97M-V/def2-TZVPD

Positions of all 22 atoms, in Å:
C1 1.42 -1.11 0.17
C2 1.69 0.36 -0.27
C3 0.79 1.35 0.50
C4 -0.69 1.04 0.65
C5 -1.43 0.56 -0.36
N1 -2.77 0.13 -0.28
C6 -2.91 -1.28 -0.70
N2 3.11 0.58 0.05
H1 2.08 -1.76 -0.43
H2 0.46 -1.46 -0.16
H3 1.77 -1.22 1.19
H4 1.64 0.36 -1.36
H5 0.84 2.38 0.13
H6 1.19 1.27 1.52
H7 -1.14 1.15 1.64
H8 -1.01 0.68 -1.36
H9 -3.07 0.20 0.69
H10 -3.96 -1.55 -0.61
H11 -2.16 -1.93 -0.26
H12 -2.65 -1.40 -1.76
H13 3.34 0.13 0.92
H14 3.47 1.52 0.09

Results
Kohn-Sham gap (eV): 9.3
Multiplicity: 1
HOMO energy (eV): -8.175
SMILES: CN/C=C/C[C@H](C)N

z.
C6H14N2 | wB97M-V/def2-TZVPD

Positions of all 22 atoms, in Å:
C1 -0.75 0.59 1.84
C2 0.50 -0.17 1.83
C3 1.61 0.65 1.51
C4 -0.20 -1.27 -0.24
C5 -1.68 -0.08 -1.83
C6 0.75 -0.01 -2.03
H1 -0.89 1.16 2.92
H2 -0.76 1.34 1.02
H3 -1.94 0.12 1.54
H4 0.76 -0.52 2.92
H5 2.36 -0.03 1.07
H6 1.34 1.53 0.82
H7 2.23 0.99 2.57
H8 -0.64 -2.31 -0.67
H9 -1.56 -0.99 -2.59
H10 -1.70 0.92 -2.37
H11 -2.41 -0.32 -1.04
H12 0.83 -0.90 -2.74
H13 1.63 -0.03 -1.54
H14 0.57 0.80 -2.79
N1 0.26 -1.29 0.90
N2 -0.33 -0.19 -1.12

Results
Kohn-Sham gap (eV): 9.6
Multiplicity: 1
HOMO energy (eV): -8.618
SMILES: CC(C)/N=C\N(C)C

Least stable: z